C4HNO | wB97M-V/def2-TZVPD

The geometry in XYZ format:
```
7
C4HNO, DFT wB97M-V/def2-TZVPD
O 0.89 0.61 -0.83
N 0.18 0.15 -3.15
C -0.70 -0.24 2.14
C -0.08 -0.20 1.09
C 0.34 -0.47 -0.20
C 0.58 0.35 -2.08
H -1.20 -0.21 3.08
```

The highest occupied orbital energy is -9.817 eV. The energy above the lowest of the compared OMol25 structures with the same formula, charge and spin comes out at 337.2 kJ/mol. The calculation puts the orbital gap at 8.1 eV.